Entry from OMol25: a structure of composition C41H41Cl3N13O2Zr (ωB97M-V/def2-TZVPD).

Geometry as XYZ:
```
101
C41H41Cl3N13O2Zr (ωB97M-V/def2-TZVPD)
Zr -0.418 -2.035 0.493
C 1.542 -2.392 3.056
C 0.200 -2.645 3.727
N -0.934 -2.668 2.748
C -2.075 -1.822 3.208
C -1.686 -0.365 3.071
N -1.020 -0.123 1.751
C 0.165 0.765 1.855
C 1.286 0.011 2.542
N 1.404 -1.370 1.985
H 1.929 -3.303 2.606
H 2.267 -2.071 3.808
H -0.005 -1.871 4.464
H 0.242 -3.584 4.278
H -1.293 -3.617 2.716
H -2.327 -2.051 4.245
H -2.934 -2.052 2.585
H -0.999 -0.066 3.860
H -2.566 0.270 3.169
H -1.707 0.349 1.175
H -0.072 1.679 2.404
H 0.464 1.047 0.842
H 1.113 -0.057 3.615
H 2.221 0.553 2.407
H 2.266 -1.390 1.442
N 1.514 -1.976 -0.869
C 2.473 -3.025 -0.573
C 3.765 -3.011 -1.018
C 4.616 -4.112 -0.780
C 4.144 -5.222 -0.139
C 2.808 -5.261 0.330
C 2.248 -6.390 0.965
C 0.936 -6.365 1.360
C 0.201 -5.193 1.173
N 0.696 -4.091 0.624
C 1.984 -4.132 0.146
H 1.987 -1.049 -0.757
H 1.259 -2.069 -1.849
H 4.133 -2.160 -1.580
H 5.635 -4.080 -1.139
H 4.778 -6.086 0.011
H 2.855 -7.275 1.114
H 0.462 -7.224 1.814
H -0.841 -5.168 1.472
C -3.642 1.216 -2.932
N -2.428 0.523 -2.489
C -2.109 0.191 -1.255
N -0.939 -0.466 -1.238
C -0.619 -0.506 -2.580
N -1.490 0.081 -3.347
C -3.727 2.643 -2.432
C -4.976 3.257 -2.451
C -5.128 4.548 -1.974
C -4.045 5.230 -1.449
C -2.794 4.623 -1.427
C -2.630 3.333 -1.935
C -1.682 5.342 -0.809
N -1.768 6.344 -0.009
N -0.482 6.641 0.393
C 0.292 5.792 -0.186
O -0.397 4.923 -0.980
C 1.736 5.658 -0.022
C 2.381 6.458 0.921
C 3.746 6.334 1.106
C 4.470 5.402 0.371
C 3.829 4.609 -0.571
C 4.596 3.569 -1.344
N 4.290 2.222 -0.839
C 3.218 1.476 -1.076
N 3.243 0.384 -0.315
C 4.416 0.532 0.371
N 5.058 1.638 0.096
C 2.463 4.750 -0.777
H -4.490 0.642 -2.558
H -3.643 1.150 -4.019
H -2.762 0.426 -0.430
H 0.263 -0.949 -3.006
H -5.835 2.725 -2.843
H -6.100 5.022 -2.003
H -4.154 6.230 -1.051
H -1.638 2.894 -1.939
H 1.803 7.173 1.490
H 4.252 6.963 1.826
H 5.537 5.302 0.525
H 5.669 3.697 -1.235
H 4.346 3.585 -2.404
H 2.456 1.744 -1.790
H 4.798 -0.184 1.083
H 1.958 4.171 -1.544
Cl -6.240 -3.664 -3.821
C -5.105 -3.244 -2.608
C -3.789 -3.680 -2.723
C -2.907 -3.324 -1.726
Cl -1.226 -3.812 -1.781
C -3.274 -2.575 -0.615
O -2.370 -2.263 0.333
C -4.591 -2.126 -0.550
Cl -5.043 -1.098 0.766
C -5.507 -2.462 -1.531
H -3.476 -4.276 -3.569
H -6.530 -2.118 -1.461
```

The calculation puts the energy at -3876.28569 Eh. Its maximum force is 0.52 eV Å⁻¹. Its spin multiplicity is 1. Its total charge is +3. The calculation puts the gap between HOMO and LUMO at 5.8 eV. The energy above the lowest of the compared OMol25 structures with the same formula, charge and spin comes out at 0.000 eV.



Entry from OMol25: the molecule C41H41ClN3O4PS in a non-equilibrium geometry (ωB97M-V/def2-TZVPD).

Geometry as XYZ:
```
92
C41H41ClN3O4PS (ωB97M-V/def2-TZVPD)
C -1.662 0.784 4.420
C -1.480 0.535 2.970
O -1.246 1.376 2.182
O -1.664 -0.778 2.501
C -0.495 -1.478 2.449
O 0.361 -1.316 3.260
C -0.357 -2.477 1.341
C -0.896 -2.049 0.000
C -2.259 -2.071 -0.322
C -3.304 -2.483 0.698
C -4.497 -3.184 0.095
C -5.725 -2.532 0.052
C -6.842 -3.150 -0.493
C -6.721 -4.425 -1.016
C -5.491 -5.073 -0.993
C -4.365 -4.481 -0.432
C -3.046 -5.199 -0.413
C -2.683 -1.707 -1.596
C -1.783 -1.292 -2.557
Cl -2.322 -0.832 -4.132
C -0.432 -1.252 -2.244
C 0.016 -1.627 -0.977
N 1.424 -1.577 -0.688
C 1.982 -0.285 -1.006
C 1.779 0.232 -2.272
C 2.299 1.450 -2.644
C 3.008 2.195 -1.718
P 3.573 3.801 -2.332
N 5.092 4.190 -2.163
C 3.204 1.710 -0.415
C 3.873 2.580 0.644
C 2.936 3.747 1.021
C 1.543 3.266 1.395
N 0.659 3.079 0.242
C -0.145 4.246 -0.142
C -1.382 3.749 -0.831
C -2.635 3.835 -0.234
C -3.775 3.324 -0.834
C -3.685 2.701 -2.070
C -2.448 2.625 -2.697
C -1.311 3.137 -2.082
O -0.095 3.049 -2.710
C 2.725 0.438 -0.061
C 2.957 -0.194 1.288
C 4.201 -1.053 1.292
C 5.464 -0.555 0.967
C 6.584 -1.373 0.994
C 6.488 -2.716 1.344
C 5.229 -3.225 1.640
C 4.111 -2.405 1.613
S 0.792 -0.712 -3.405
H -1.153 -0.002 4.972
H -2.717 0.721 4.672
H -1.217 1.730 4.691
H 0.689 -2.734 1.288
H -0.884 -3.381 1.654
H -2.869 -3.045 1.515
H -3.669 -1.559 1.146
H -5.817 -1.529 0.443
H -7.807 -2.668 -0.535
H -7.576 -4.927 -1.441
H -5.377 -6.062 -1.415
H -3.222 -6.272 -0.396
H -2.458 -4.918 -1.283
H -2.460 -4.962 0.468
H -3.737 -1.759 -1.820
H 1.887 -2.243 -1.307
H 2.136 1.835 -3.640
H 2.668 4.734 -1.789
H 3.212 3.790 -3.695
H 5.578 3.440 -1.686
H 4.071 2.026 1.549
H 4.800 2.980 0.247
H 2.910 4.510 0.254
H 3.363 4.227 1.903
H 1.593 2.305 1.904
H 1.082 3.952 2.117
H 0.004 2.343 0.468
H 0.428 4.829 -0.866
H -0.409 4.884 0.706
H -2.712 4.307 0.735
H -4.731 3.387 -0.337
H -4.542 2.277 -2.568
H -2.381 2.165 -3.673
H -0.139 2.349 -3.367
H 2.960 0.525 2.099
H 2.136 -0.871 1.480
H 5.601 0.476 0.681
H 7.559 -0.973 0.753
H 7.362 -3.343 1.384
H 5.141 -4.267 1.911
H 3.143 -2.826 1.852
```

The calculation puts the energy at -3251.94314 Eh. Its maximum force is 1.38 eV Å⁻¹. Its spin multiplicity is 1. Its total charge is 0. The calculation puts the gap between HOMO and LUMO at 8.6 eV.



Entry from OMol25: a structure of composition C41H41F3N3PdS2Sb in a non-equilibrium geometry (ωB97M-V/def2-TZVPD).

Geometry as XYZ:
```
92
C41H41F3N3PdS2Sb (ωB97M-V/def2-TZVPD)
Pd 0.917 -0.087 -0.662
C 2.432 -2.183 0.760
C 1.653 -2.286 2.038
C 1.733 -3.431 2.811
C 1.003 -3.545 3.981
C 0.154 -2.518 4.356
C 0.056 -1.345 3.617
C -0.945 -0.303 4.016
C 0.863 -1.206 2.472
N 0.876 -0.034 1.709
C 1.282 1.106 2.127
C 1.882 1.364 3.472
C 1.203 2.253 1.190
C 0.919 3.601 1.765
N 1.325 2.022 -0.067
C 1.509 2.972 -1.060
C 2.603 3.868 -0.987
C 3.575 3.881 0.152
C 2.783 4.775 -2.019
C 1.938 4.805 -3.115
C 0.878 3.915 -3.190
C 0.642 2.998 -2.181
C -0.523 2.062 -2.291
H 3.177 -2.974 0.719
H 2.948 -1.213 0.692
H 1.754 -2.321 -0.113
H 2.380 -4.236 2.501
H 1.092 -4.429 4.593
H -0.443 -2.625 5.250
H -1.264 -0.465 5.042
H -1.825 -0.385 3.375
H -0.576 0.715 3.931
H 1.938 0.442 4.045
H 1.298 2.090 4.037
H 2.888 1.770 3.367
H 0.036 3.543 2.403
H 0.745 4.331 0.975
H 1.739 3.946 2.393
H 3.656 2.916 0.650
H 3.284 4.628 0.894
H 4.558 4.168 -0.213
H 3.599 5.477 -1.953
H 2.113 5.516 -3.906
H 0.219 3.935 -4.044
H -1.240 2.443 -3.016
H -1.049 1.933 -1.338
H -0.177 1.080 -2.661
S 1.957 -0.706 -2.847
C 3.558 -0.650 -2.390
N 4.536 -1.329 -2.975
C 5.828 -1.353 -2.318
C 5.895 -0.105 -1.446
S 4.150 0.341 -1.090
H 4.349 -1.934 -3.763
H 6.631 -1.357 -3.056
H 5.912 -2.265 -1.715
H 6.336 0.742 -1.969
H 6.412 -0.265 -0.505
F -4.599 -6.406 0.478
C -3.884 -5.304 0.273
C -3.523 -4.965 -1.022
C -2.764 -3.829 -1.222
C -2.390 -3.043 -0.142
C -2.730 -3.411 1.151
C -3.497 -4.541 1.366
Sb -1.450 -1.138 -0.500
C -2.522 -0.757 -2.322
C -3.696 -0.019 -2.295
C -4.487 0.066 -3.425
C -4.085 -0.606 -4.568
F -4.860 -0.558 -5.649
C -2.897 -1.320 -4.622
C -2.106 -1.381 -3.490
C -2.648 0.108 0.761
C -2.192 1.369 1.118
C -3.012 2.250 1.799
C -4.301 1.847 2.109
F -5.095 2.695 2.760
C -4.779 0.596 1.756
C -3.942 -0.274 1.086
H -3.837 -5.582 -1.849
H -2.487 -3.559 -2.229
H -2.414 -2.809 1.994
H -3.792 -4.838 2.361
H -4.012 0.464 -1.384
H -5.412 0.622 -3.431
H -2.627 -1.832 -5.531
H -1.163 -1.916 -3.514
H -1.181 1.665 0.868
H -2.684 3.241 2.073
H -5.796 0.328 1.991
H -4.303 -1.251 0.806
```

The calculation puts the energy at -3214.78804 Eh. Its maximum force is 2.19 eV Å⁻¹. Its spin multiplicity is 3. Its total charge is +2. Its expectation value of S² is 2.012. The calculation puts the gap between HOMO and LUMO (spin up / spin down) at 7.4 / 5.3 eV.



Entry from OMol25: a structure of composition C41H41GeN5O2Re in a non-equilibrium geometry (ωB97M-V/def2-TZVPD).

Geometry as XYZ:
```
91
C41H41GeN5O2Re (ωB97M-V/def2-TZVPD)
Re 1.002 0.341 0.457
C 1.872 -2.313 3.031
C 2.852 -2.855 1.991
C 2.822 -2.195 0.610
N 2.753 -0.734 0.657
C 3.836 -0.030 0.982
C 5.101 -0.634 1.181
C 6.240 -0.159 1.780
C 6.481 1.085 2.366
C 5.651 2.174 2.303
C 4.433 2.329 1.636
C 3.616 1.417 0.987
N 2.432 1.755 0.393
C 2.137 3.154 0.075
C 0.984 3.730 0.888
C -0.342 3.051 0.564
N -0.407 1.670 1.050
C -1.265 1.313 2.038
C -1.950 2.248 2.812
C -2.898 2.099 3.819
C -3.479 0.954 4.318
C -3.176 -0.345 3.931
C -2.227 -0.808 3.046
C -1.291 -0.133 2.241
N -0.360 -0.783 1.533
C -0.280 -2.242 1.615
C 0.423 -2.759 2.866
H 1.924 -1.218 3.058
H 2.214 -2.637 4.016
H 2.673 -3.925 1.841
H 3.862 -2.775 2.400
H 1.966 -2.519 0.025
H 3.695 -2.513 0.035
H 5.163 -1.661 0.852
H 7.054 -0.872 1.835
H 7.419 1.208 2.890
H 6.004 3.069 2.804
H 4.047 3.339 1.669
H 1.859 3.177 -0.984
H 3.027 3.771 0.165
H 0.894 4.792 0.648
H 1.196 3.651 1.958
H -0.461 3.007 -0.525
H -1.178 3.642 0.928
H -1.696 3.277 2.612
H -3.237 3.030 4.258
H -4.233 1.075 5.083
H -3.757 -1.124 4.410
H -2.196 -1.884 2.970
H 0.239 -2.574 0.721
H -1.281 -2.673 1.536
H 0.381 -3.853 2.835
H -0.145 -2.455 3.749
O 2.266 -0.564 -4.251
N 1.334 -0.370 -3.596
O 1.722 -0.317 -2.141
C 0.627 -0.192 -1.302
Ge -1.178 -0.365 -2.103
C -1.215 -2.103 -2.954
C -0.918 -3.254 -2.225
C -0.940 -4.505 -2.828
C -1.263 -4.617 -4.172
C -1.556 -3.481 -4.911
C -1.529 -2.231 -4.307
C -2.644 -0.224 -0.839
C -3.181 1.032 -0.546
C -4.347 1.155 0.198
C -4.997 0.020 0.659
C -4.476 -1.236 0.381
C -3.313 -1.356 -0.371
C -1.359 1.119 -3.323
C -0.341 2.052 -3.506
C -0.519 3.139 -4.353
C -1.719 3.299 -5.029
C -2.742 2.375 -4.858
C -2.563 1.294 -4.006
H -0.657 -3.181 -1.174
H -0.702 -5.389 -2.251
H -1.283 -5.590 -4.644
H -1.800 -3.566 -5.962
H -1.742 -1.352 -4.902
H -2.710 1.927 -0.939
H -4.759 2.135 0.401
H -5.913 0.112 1.227
H -4.991 -2.126 0.720
H -2.953 -2.344 -0.628
H 0.606 1.934 -2.989
H 0.279 3.857 -4.489
H -1.859 4.143 -5.692
H -3.678 2.500 -5.385
H -3.378 0.592 -3.868
```

The calculation puts the energy at -4166.08434 Eh. Its maximum force is 1.16 eV Å⁻¹. Its spin multiplicity is 1. Its total charge is +1. The calculation puts the gap between HOMO and LUMO (spin up / spin down) at 6.2 / 6.2 eV.



Entry from OMol25: a structure of composition C41H41N2O8SbSe4Tc in a non-equilibrium geometry (ωB97M-V/def2-TZVPD).

Geometry as XYZ:
```
98
C41H41N2O8SbSe4Tc (ωB97M-V/def2-TZVPD)
Tc 0.330 -1.232 0.320
C 4.274 -0.081 0.967
C 3.643 -1.396 0.620
O 2.405 -1.489 0.598
C 4.479 -2.529 0.305
C 5.862 -2.494 0.541
C 6.663 -3.552 0.189
C 6.085 -4.689 -0.369
C 4.727 -4.758 -0.608
C 3.907 -3.676 -0.306
O 2.595 -3.597 -0.592
H 3.518 0.700 1.026
H 5.018 0.195 0.225
H 4.759 -0.168 1.939
H 6.300 -1.631 1.015
H 7.728 -3.495 0.348
H 6.706 -5.530 -0.624
H 4.284 -5.645 -1.044
C -3.105 4.354 -1.223
C -2.681 2.906 -1.446
C -3.241 2.351 -2.758
O -1.267 2.824 -1.439
C -0.916 1.660 -0.757
C -2.043 1.499 0.282
O -3.132 2.097 -0.363
C -2.291 0.031 0.820
O -1.537 -0.838 0.042
C -3.704 -0.570 0.757
C -3.785 -1.873 1.254
C -4.971 -2.581 1.216
C -6.103 -1.989 0.678
C -6.039 -0.694 0.196
C -4.847 0.014 0.234
C -1.952 0.112 2.315
C -2.874 0.764 3.139
C -2.642 0.903 4.493
C -1.494 0.385 5.072
C -0.563 -0.253 4.277
C -0.806 -0.365 2.921
C 0.515 1.719 -0.158
O 0.735 0.467 0.282
C 0.657 2.717 0.993
C 0.130 4.001 0.927
C 0.284 4.871 1.990
C 0.958 4.470 3.131
C 1.465 3.188 3.215
C 1.316 2.320 2.150
C 1.516 2.040 -1.282
C 2.335 1.033 -1.778
C 3.236 1.280 -2.800
C 3.319 2.546 -3.350
C 2.504 3.556 -2.864
C 1.614 3.309 -1.834
H -2.652 4.984 -1.983
H -2.788 4.686 -0.237
H -4.186 4.418 -1.287
H -2.855 2.937 -3.589
H -4.325 2.404 -2.743
H -2.938 1.312 -2.874
H -0.935 0.800 -1.455
H -1.778 2.116 1.159
H -2.906 -2.342 1.687
H -5.010 -3.586 1.610
H -7.038 -2.528 0.658
H -6.918 -0.219 -0.217
H -4.822 1.020 -0.142
H -3.775 1.166 2.698
H -3.367 1.410 5.109
H -1.316 0.479 6.131
H 0.339 -0.663 4.707
H 0.013 -0.840 2.326
H -0.418 4.318 0.053
H -0.122 5.869 1.924
H 1.084 5.153 3.955
H 1.981 2.855 4.102
H 1.720 1.318 2.235
H 2.284 0.031 -1.375
H 3.862 0.473 -3.161
H 4.017 2.739 -4.151
H 2.559 4.548 -3.289
H 0.995 4.109 -1.473
C 0.814 -0.983 -4.275
O -0.346 -1.715 -3.887
C -0.478 -2.069 -2.615
O 0.359 -1.705 -1.759
N -1.541 -2.851 -2.446
N -1.960 -3.376 -1.218
H 0.724 -0.860 -5.351
H 1.714 -1.547 -4.027
H 0.849 -0.009 -3.784
H -2.092 -3.023 -3.283
H -2.590 -4.165 -1.377
H -2.452 -2.663 -0.669
Se 1.661 -4.806 -1.648
Sb 0.339 -5.775 0.522
Se 0.100 -3.270 0.931
Se -1.752 -6.624 -0.237
Se 2.077 -6.715 1.864
```

The calculation puts the energy at -12224.83851 Eh. Its maximum force is 3.15 eV Å⁻¹. Its spin multiplicity is 1. Its total charge is +1. The calculation puts the gap between HOMO and LUMO at 5.1 eV.



- Among the records above, which one has the highest maximum force?
  C41H41N2O8SbSe4Tc



- Among the records above, which one has the highest maximum force?
  C41H41N2O8SbSe4Tc



- Which of these has the lowest energy?
  C41H41N2O8SbSe4Tc